ORCA calculation (ωB97M-V/def2-TZVPD) on a cluster of 7 separate species, C39H60BrClF13N2O6PS2 in total at a distorted geometry.

XYZ file:
```
125
Properties=species:S:1:pos:R:3:forces:R:3
Br -3.596 -4.885 0.655 0.0443 0.2787 -0.1861
Cl -1.893 0.007 -0.945 -0.4355 0.1055 -0.1372
S 1.019 -1.528 -2.368 -0.2607 -0.0620 0.5918
S 6.133 4.837 2.611 1.5527 2.0261 -0.5703
P -1.842 -5.594 -4.943 -1.7973 0.3373 -0.5533
F 3.744 5.469 3.501 0.2269 -0.6776 -0.0591
F 3.716 4.362 1.673 0.4169 -0.9078 0.5093
F 6.575 4.165 3.995 -0.4849 -0.3008 -0.7694
F 4.043 3.574 5.067 0.6788 -0.4762 -0.5411
F 4.800 2.093 3.541 0.1884 0.7467 0.3334
F 2.962 1.036 5.350 -0.0658 0.3193 -0.5531
F 5.961 6.239 3.400 0.0562 -0.8530 -0.4887
F 1.339 2.487 5.603 0.7262 -0.2243 -0.4276
F 5.736 5.593 1.236 0.3499 -0.3086 0.8913
F 6.396 3.511 1.757 -0.4094 0.1928 0.8791
F 2.558 1.937 2.378 -0.1328 0.4209 0.3720
F 1.648 3.668 3.391 0.4558 -0.3228 0.0286
F 7.662 5.246 2.374 -0.7792 -0.3981 -0.0513
O -6.159 3.049 -8.275 0.0027 -0.0869 -0.0062
O -1.853 6.161 6.904 0.0177 0.1386 0.1751
O 0.232 -5.791 -1.270 0.0891 -0.0664 -0.1925
O -0.716 2.158 0.908 -0.0133 -0.1503 0.1067
O -2.834 0.503 -5.673 0.0468 -0.0688 -0.0485
O 5.055 0.204 7.952 0.1566 0.0207 0.0702
N -3.188 -5.394 -5.767 0.3329 -0.6704 0.6761
N -1.343 -1.566 -0.335 1.1309 0.0942 -0.9149
C -6.263 -3.224 -0.293 0.3090 -0.0596 -0.1408
C 0.105 -1.137 1.564 0.8347 -0.0989 -0.8593
C -2.602 -4.237 -2.590 -0.2593 -0.4387 -0.4282
C -1.388 -2.484 -1.447 -0.9048 -1.2863 -0.6160
C 0.220 5.314 5.982 0.0875 0.1356 0.0177
C 1.450 -0.653 3.630 -0.3103 -0.5924 -0.4916
C 4.255 -0.231 9.047 -0.2262 -0.0110 -0.3828
C 3.991 -0.675 1.899 0.7086 -1.4706 -1.3888
C -0.426 -2.594 -2.468 0.6198 0.5933 0.4687
C -4.159 -0.026 -5.654 -0.1017 0.3983 0.1803
C -0.715 3.176 -0.089 0.1995 0.2160 0.3318
C -0.629 -1.582 -5.756 0.8395 -0.0569 -0.0633
C 1.384 -0.912 2.110 0.1266 0.2526 0.8612
C 0.549 -2.248 -5.504 -0.7368 -0.0794 0.0454
C -0.659 5.447 7.212 -0.1949 -0.1405 -0.3914
C 2.016 -5.810 0.368 0.1016 -0.0369 0.0007
C -0.501 -3.498 -3.554 -0.2617 -0.2157 0.4634
C -2.519 -3.337 -1.521 0.2913 -0.0569 0.1256
C 2.530 2.655 3.537 0.8349 -0.4319 -0.0061
C 0.932 0.760 4.070 -0.0961 -1.0319 0.4357
C -4.798 4.353 -9.794 0.0896 0.0005 -0.0094
C 2.571 -0.914 1.335 -0.3400 0.3211 -0.5577
C 0.621 3.895 -0.117 0.0578 -0.0024 -0.0546
C -1.637 -4.350 -3.605 1.5261 0.7726 0.2661
C 2.450 -1.113 -0.055 -1.1091 0.1454 0.4743
C 4.929 -1.596 1.131 0.3689 -0.2444 0.4481
C 1.423 -5.130 -0.851 -0.2827 -0.0710 0.3415
C -5.014 -3.149 -1.259 -1.0380 -0.4652 1.1981
C -5.146 0.983 -6.211 0.0930 -0.1649 0.0153
C 1.994 1.708 4.672 -1.7827 0.0246 -0.2215
C 4.308 4.411 2.878 -0.6267 1.0391 -0.0055
C 5.694 -2.369 0.593 -0.5001 0.8433 -0.0515
C 1.166 -1.306 -0.582 -0.6056 -0.3669 -1.2459
C 4.016 3.159 3.774 -1.9112 0.0790 0.0670
C 3.521 -1.512 8.698 0.0086 -0.0784 0.0509
C 0.645 -3.491 -4.566 -0.0128 -0.2484 -1.9541
C -0.014 -1.345 0.174 0.6563 0.0959 1.7126
C -3.660 -3.283 -0.490 -0.2839 0.9651 -1.6378
C -5.578 3.070 -9.576 -0.1911 0.3896 0.0770
H 1.636 -3.400 -4.076 -0.6678 -0.0960 -0.0533
H -3.476 -4.902 -2.669 0.4651 0.3543 0.1479
H 0.373 1.195 3.222 0.5129 0.1329 0.4374
H 2.934 -5.311 0.687 -0.0316 0.0012 0.0408
H -5.083 -2.165 -1.764 0.5942 -0.6174 0.0774
H -1.480 -2.050 -6.280 -0.4305 -0.1586 1.9761
H -0.912 2.699 -1.049 -0.0286 -0.1300 0.1073
H -3.579 -2.390 0.155 0.2667 -0.7396 -0.0876
H 2.466 -0.903 3.974 -0.5239 0.4347 0.1770
H 4.917 -0.390 9.897 0.0881 0.0849 -0.0957
H -4.161 -0.935 -6.256 0.1720 0.0075 0.0448
H 1.306 -5.802 1.199 0.0336 0.1050 0.0119
H 1.445 -1.870 -6.037 0.1353 0.5138 1.8513
H 1.137 4.775 6.215 -0.0165 0.0128 -0.0513
H 0.479 6.299 5.591 0.0053 0.0053 0.0845
H -0.139 5.996 7.996 -0.1453 0.0635 0.0045
H 4.368 0.344 1.695 -0.4737 -0.3608 0.4243
H -5.131 1.904 -5.622 -0.0764 -0.0320 0.0260
H 2.242 -6.856 0.150 0.0385 0.0462 -0.0480
H -1.799 -6.865 -4.313 0.5555 0.3282 0.0156
H 4.230 -2.298 8.434 0.0155 0.0271 0.0761
H -5.963 -3.362 0.763 -0.1306 0.0821 -0.5273
H -5.150 -3.963 -1.993 0.3545 0.5951 0.1926
H -0.684 -0.520 -5.460 0.2957 -0.0748 -2.0259
H 2.126 -5.158 -1.685 -0.1282 -0.0185 -0.0737
H -3.719 -6.256 -5.625 -0.2467 0.3975 -0.2892
H -6.748 3.808 -8.206 0.0235 -0.0476 0.0055
H -1.529 3.878 0.122 -0.0016 0.0517 -0.1619
H 0.181 0.599 4.871 0.5493 0.2544 -0.3064
H -0.550 2.584 1.756 -0.0166 0.0894 -0.0954
H -4.417 -0.294 -4.624 -0.0942 -0.1416 -0.0462
H 0.632 4.672 -0.884 0.0275 0.0130 0.0398
H 0.779 -1.399 4.104 0.4434 0.4072 -0.2029
H -0.791 -1.146 2.203 0.4852 -0.0064 -0.3814
H -0.393 -5.757 -0.536 -0.0558 0.0180 -0.0619
H 2.911 -1.855 9.536 -0.0288 -0.0127 -0.0489
H -6.161 0.581 -6.206 -0.0065 0.0670 -0.0160
H -0.307 4.782 5.186 0.0430 -0.1036 0.0576
H -6.862 -2.297 -0.351 0.1870 -0.5407 -0.0198
H -0.930 4.460 7.602 0.1781 -0.0255 0.0831
H 0.695 -4.407 -5.185 -0.0284 0.1619 0.6515
H -6.884 -4.096 -0.575 0.1682 0.5907 0.2642
H -4.011 4.452 -9.045 0.0132 -0.0743 -0.0445
H 4.467 0.353 7.204 0.0645 0.0267 0.0484
H 4.106 -0.959 2.957 -0.1451 0.4679 -0.3744
H 0.832 4.357 0.852 -0.0623 0.0790 -0.0554
H -2.831 1.300 -5.132 -0.0276 -0.0276 -0.0516
H -4.344 4.371 -10.787 -0.0156 0.0492 0.0142
H 2.871 -1.361 7.831 -0.0698 0.0424 0.0724
H -2.318 5.671 6.219 0.0051 0.0460 0.0370
H 1.429 3.189 -0.318 -0.0540 -0.0127 -0.0604
H -5.450 5.224 -9.692 -0.0221 -0.0213 -0.1072
H -0.758 -5.522 -5.850 0.2204 0.0146 0.8104
H 6.376 -2.941 -0.021 -0.4258 0.2138 0.5252
H 3.546 0.564 9.303 -0.0287 -0.0701 0.1727
H 1.187 -4.083 -0.633 0.1926 0.0387 -0.0054
H 3.289 -1.106 -0.762 -0.2161 -0.0735 0.5795
H -4.921 2.205 -9.658 -0.0870 -0.0402 0.1275
H -6.375 2.970 -10.320 0.1222 -0.0664 -0.1285
H -4.881 1.255 -7.231 -0.0415 -0.0620 0.0256
```
Forces are in eV/Å.

Structure (SMILES): C#CCc1cc2c(cc1CCC(F)(F)C(F)(F)C(F)(F)C(F)(F)S(F)(F)(F)(F)F)N(Cl)c1c([C@H](Br)CC)cc([PH2]=N)c(CC=C)c1S2.CCO.CCO.CCO.CCO.CCO.CCO
Largest force on an atom in Eh/bohr: 0.051
Spin multiplicity: 1
HOMO-LUMO gap in eV: 7.50


ORCA calculation (ωB97M-V/def2-TZVPD) on the molecule C7H11N at a distorted geometry.

XYZ file:
```
19
Properties=species:S:1:pos:R:3:forces:R:3
N -1.756 0.001 -0.198 1.4239 1.2316 0.0482
C 0.692 0.316 -0.501 1.5638 -0.5161 -0.5827
C 1.807 -0.062 0.167 -2.6818 1.1400 0.7683
C -4.142 0.038 0.080 0.2106 -0.2873 0.3165
C 4.103 0.360 0.862 0.1707 0.1836 -0.3681
C -2.933 -0.546 0.175 -1.1464 -0.5092 -0.6317
C -0.499 -0.591 -0.611 -0.2994 -0.8165 -0.2488
C 3.015 0.744 0.193 0.5305 -1.0488 -0.1486
H -1.773 0.952 -0.519 -0.5129 0.2790 0.0931
H -4.997 -0.464 0.506 -0.0231 -0.0958 -0.1013
H -0.594 -0.918 -1.658 0.1971 0.0649 -0.0808
H -4.326 1.010 -0.358 0.2391 0.1437 0.0711
H 5.052 0.873 0.772 -0.1109 0.2039 0.0926
H 3.018 1.574 -0.505 0.1482 0.1977 0.2047
H -2.906 -1.588 0.479 0.2915 0.0911 0.3077
H 1.526 -0.775 0.944 1.1131 -0.4813 -0.1213
H -0.255 -1.513 -0.074 -0.3472 0.1220 0.2993
H 0.841 1.141 -1.198 -0.5664 0.0707 -0.0197
H 4.126 -0.553 1.444 -0.2004 0.0267 0.1015
```
Forces are in eV/Å.

Structure (SMILES): C=C/C=C/CNC=C
Largest force on an atom in Eh/bohr: 0.059
Energy above the lowest of the compared OMol25 structures with the same formula, charge and spin in kJ/mol: 264.0
Spin multiplicity: 1
HOMO-LUMO gap in eV: 8.48


ORCA calculation (ωB97M-V/def2-TZVPD) on the molecule C2H2N2O2Si at a distorted geometry.

XYZ file:
```
9
Properties=species:S:1:pos:R:3:forces:R:3
Si -0.063 -0.182 0.000 0.3639 0.0142 0.0003
O -0.726 -0.716 -1.371 0.3405 -0.0872 0.1592
O -0.726 -0.717 1.370 0.3436 -0.0862 -0.1623
N 2.730 -1.286 0.000 0.7313 -0.2880 0.0003
N 0.076 2.833 0.000 -0.0039 0.6985 -0.0001
C 1.661 -0.882 0.000 -1.2313 0.5642 -0.0011
C 0.038 1.690 0.000 -0.0669 -1.2439 0.0012
H -1.495 -0.370 1.813 -0.2402 0.2148 0.0541
H -1.495 -0.369 -1.813 -0.2370 0.2135 -0.0517
```
Forces are in eV/Å.

Structure (SMILES): N#C[Si](O)(O)C#N
Largest force on an atom in Eh/bohr: 0.026
Energy above the lowest of the compared OMol25 structures with the same formula, charge and spin in kJ/mol: 0.0
Spin multiplicity: 1
HOMO-LUMO gap in eV: 12.53


ORCA calculation (ωB97M-V/def2-TZVPD) on a structure of composition C33H28N11RbS3 at a distorted geometry.

XYZ file:
```
76
Properties=species:S:1:pos:R:3:forces:R:3
Rb 13.480 12.642 9.973 -0.1592 0.0898 -0.2417
S 15.985 6.936 15.885 -0.1077 -1.1553 -0.0473
S 20.983 17.034 9.721 0.0399 1.0764 -0.3582
S 12.420 11.347 7.017 -0.2455 -0.1224 0.7527
N 11.096 14.355 8.593 0.4256 -1.3201 -0.7946
N 16.621 13.003 10.689 -0.3211 0.8755 -0.5440
N 20.691 15.506 10.088 0.5376 0.1649 0.1157
N 15.226 15.247 10.052 0.7142 0.5776 -0.4613
N 10.113 13.714 9.396 -1.1051 0.0372 0.3010
N 11.050 10.593 9.278 0.7176 0.3498 -0.3052
N 15.556 8.431 16.035 -0.1390 1.6541 0.6349
N 14.208 9.892 10.903 -0.2898 0.2915 0.0604
N 15.641 6.718 14.348 0.1911 0.1608 -1.6089
N 13.954 11.666 12.784 -0.4347 1.9461 1.3213
N 19.453 17.574 9.430 1.3755 -0.4135 -0.0177
C 11.698 10.207 8.143 -0.3198 0.6627 -0.0888
C 10.576 9.652 10.099 -0.3239 0.5477 -0.0679
C 8.307 15.113 8.521 -0.1272 -0.8007 0.3659
C 10.637 8.315 9.858 0.2439 -1.3689 -0.2322
C 17.267 16.522 9.563 -1.3638 -0.8560 0.2025
C 14.456 11.207 15.513 1.2033 -1.9923 -0.2492
C 14.526 7.642 10.215 0.2912 -1.8011 -0.8560
C 18.671 11.836 11.107 1.1840 1.9948 -0.3104
C 18.715 14.132 10.349 -1.1713 -0.5466 0.3798
C 14.018 12.411 15.084 -0.7300 0.5508 -0.0801
C 11.789 8.841 7.833 -0.3267 -0.5663 1.1821
C 15.244 7.902 13.828 0.2664 -0.9357 1.4900
C 14.406 10.505 13.227 -0.2173 -1.2965 -1.1427
C 14.559 16.329 9.670 0.6812 -0.7040 0.5960
C 8.760 13.646 8.746 0.7577 1.4822 0.1157
C 19.389 12.998 10.775 0.1925 -1.0219 -0.0028
C 14.703 10.180 14.553 -0.7688 2.2875 0.2116
C 13.768 12.587 13.720 0.1558 0.3762 0.2391
C 14.459 9.504 12.142 1.5077 -0.8635 1.4064
C 8.817 12.908 7.433 -1.9966 -1.0237 1.3751
C 15.171 8.874 14.846 0.1829 -0.3235 0.0640
C 14.263 8.981 9.961 -0.0085 0.4274 -0.9119
C 17.290 14.106 10.343 1.7244 -0.2888 0.5251
C 18.704 16.510 9.606 -0.7739 0.1889 0.3580
C 16.509 17.653 9.166 0.3256 -1.7100 0.6757
C 11.304 7.879 8.702 -0.3072 0.6337 -0.5219
C 7.838 12.912 9.695 0.6718 0.1853 0.5084
C 19.394 15.351 10.015 -0.2477 -0.4880 -0.1943
C 16.579 15.319 9.993 -0.8373 1.6456 -0.7405
C 14.898 8.204 12.468 -1.2391 -0.6675 -0.4700
C 15.154 17.516 9.264 -0.5006 0.1029 -0.2566
C 14.795 7.193 11.494 0.3530 2.3535 -0.2320
C 17.306 11.934 11.020 -1.4033 -1.9105 -0.2297
H 10.061 9.991 10.993 0.0244 0.2241 0.0028
H 8.853 15.660 7.758 0.2382 -0.1319 -0.1158
H 20.481 13.013 10.775 -0.2996 -0.0299 0.1354
H 8.230 11.894 9.759 -0.1998 -0.0672 0.3419
H 12.291 8.589 6.940 0.4160 -0.3712 -0.8557
H 6.859 12.873 9.263 -0.7237 -0.1130 -0.1868
H 10.781 15.303 8.468 0.0770 0.1429 -0.2541
H 10.151 7.613 10.526 0.1685 0.0488 0.0474
H 11.144 13.835 7.678 0.2253 0.9973 0.8629
H 14.587 6.923 9.374 -0.3249 0.5976 0.5428
H 13.414 13.580 13.476 -0.1316 -0.0337 -0.7051
H 11.388 6.833 8.421 -0.0641 0.0675 0.2465
H 14.711 10.964 16.533 -0.2147 0.2042 0.2307
H 16.977 18.543 8.803 0.2661 0.3256 -0.0153
H 13.753 13.210 15.771 0.2580 -0.1140 -0.1007
H 13.498 16.223 9.724 -0.6435 0.1696 -0.0971
H 8.374 15.645 9.461 0.0550 0.2403 0.2663
H 10.386 12.744 9.514 0.4531 -0.1998 -0.0167
H 14.085 9.387 8.954 0.1468 -0.5970 0.3387
H 15.021 6.205 11.785 0.1768 -1.0524 -0.0854
H 7.776 13.380 10.697 0.1615 -0.2498 -0.5073
H 7.821 12.859 6.990 -0.1288 -0.1075 0.0041
H 9.407 13.380 6.752 1.8372 1.3309 -1.9999
H 9.184 11.909 7.585 0.1936 -0.5659 -0.0154
H 16.677 11.020 11.100 0.5073 0.6202 0.4042
H 19.184 10.959 11.426 0.0886 -0.5411 0.0627
H 7.275 15.115 8.215 -0.5632 0.0305 -0.1754
H 14.486 18.301 9.006 -0.2775 0.6885 -0.2709
```
Forces are in eV/Å.

Largest force on an atom in Eh/bohr: 0.059
Energy above the lowest of the compared OMol25 structures with the same formula, charge and spin in kJ/mol: 0.0
Spin multiplicity: 1
HOMO-LUMO gap in eV: 5.63